1.
A structure of composition C49H49BF5IMoN4OP2S2Sb at a distorted geometry. Source: OMol25; level of theory: ωB97M-V/def2-TZVPD.

Output
LUMO (alpha / beta) = -4.3 / -3.4 eV
energy above the lowest of the compared OMol25 structures with the same formula, charge and spin = 0.305 eV
max |F| = 1.2 eV/A
frontier orbital gap (alpha / beta) = 5.93 / 6.78 eV
HOMO energy (alpha / beta) = -10.2 / -10.1 eV
charge = +1
2S+1 = 3

Last column: Löwdin spin population.
Element x y z (Å)
Mo  -0.39  -0.12  0.26  2.174
C  -2.39  1.28  -3.76  0.001
N  -2.79  2.23  -2.74  -0.001
C  -3.97  2.91  -2.73  -0.004
C  -4.02  3.60  -1.57  -0.002
N  -2.88  3.33  -0.86  -0.003
B  -2.73  3.72  0.64  0.001
N  -1.25  4.06  1.01  0.000
C  -0.79  5.36  1.01  0.000
C  0.21  5.47  1.91  -0.001
N  0.38  4.22  2.47  0.000
C  1.15  3.96  3.66  0.000
C  -0.50  3.37  1.89  0.007
S  -0.52  1.68  2.24  0.011
C  -2.14  2.49  -1.58  0.009
S  -0.53  1.95  -1.24  0.000
H  -2.82  1.58  -4.71  0.000
H  -2.75  0.28  -3.50  0.000
H  -1.31  1.25  -3.83  0.001
H  -4.68  2.86  -3.55  0.000
H  -4.77  4.26  -1.17  0.000
H  -3.08  2.79  1.31  0.001
H  -3.38  4.71  0.82  0.000
H  -1.24  6.10  0.37  0.000
H  0.80  6.32  2.21  0.000
H  2.15  4.39  3.56  0.000
H  1.22  2.89  3.79  0.000
H  0.66  4.40  4.53  0.000
O  1.21  -1.80  3.11  0.004
C  1.90  -0.89  3.85  -0.001
C  2.04  -0.89  5.23  0.000
C  2.80  0.13  5.80  -0.002
C  3.41  1.09  5.02  0.000
C  3.22  1.10  3.64  -0.002
C  2.44  0.12  3.05  -0.004
P  2.07  -0.11  1.27  -0.003
C  3.06  -1.62  1.00  0.001
C  4.30  -1.84  1.60  -0.001
C  4.97  -3.04  1.38  0.000
C  4.40  -4.03  0.60  0.000
C  3.14  -3.84  0.05  0.001
C  2.48  -2.64  0.26  0.010
C  3.12  1.28  0.65  0.001
C  2.52  2.54  0.59  0.001
C  3.28  3.68  0.36  0.000
C  4.65  3.57  0.16  0.000
C  5.24  2.31  0.17  0.000
C  4.49  1.18  0.42  0.000
C  0.57  -2.88  3.67  0.000
C  1.24  -3.80  4.48  0.000
C  0.52  -4.85  5.01  0.000
C  -0.84  -4.97  4.74  0.000
C  -1.47  -4.07  3.90  -0.001
C  -0.76  -3.02  3.33  -0.003
P  -1.55  -1.83  2.13  -0.008
C  -2.56  -3.13  1.30  0.001
C  -1.80  -4.23  0.90  0.000
C  -2.39  -5.31  0.27  0.000
C  -3.76  -5.32  0.05  -0.001
C  -4.51  -4.23  0.44  0.000
C  -3.92  -3.13  1.05  0.000
C  -2.50  -0.94  3.42  -0.001
C  -1.73  -0.36  4.42  -0.001
C  -2.33  0.32  5.47  0.000
C  -3.71  0.41  5.54  -0.001
C  -4.48  -0.19  4.56  0.000
C  -3.89  -0.86  3.50  -0.001
H  1.57  -1.64  5.84  0.000
H  2.92  0.15  6.88  0.000
H  4.02  1.86  5.48  0.000
H  3.68  1.87  3.03  0.000
H  4.74  -1.10  2.25  0.000
H  5.93  -3.21  1.85  0.000
H  4.92  -4.97  0.43  0.000
H  2.67  -4.62  -0.54  0.000
H  1.48  -2.49  -0.11  0.009
H  1.46  2.63  0.72  0.001
H  2.80  4.65  0.32  0.000
H  5.25  4.45  -0.02  0.000
H  6.31  2.22  -0.01  0.000
H  4.98  0.22  0.44  0.000
H  2.30  -3.68  4.67  0.000
H  1.02  -5.58  5.64  0.000
H  -1.41  -5.78  5.18  0.000
H  -2.53  -4.19  3.69  0.000
H  -0.73  -4.24  1.08  0.000
H  -1.78  -6.15  -0.04  0.000
H  -4.23  -6.17  -0.44  0.000
H  -5.58  -4.22  0.26  0.000
H  -4.54  -2.29  1.29  0.000
H  -0.66  -0.42  4.39  0.000
H  -1.71  0.78  6.24  0.000
H  -4.19  0.94  6.36  0.000
H  -5.56  -0.14  4.61  0.000
H  -4.52  -1.31  2.75  0.000
I  -3.19  0.14  0.18  -0.012
F  -2.01  -2.31  -1.25  0.001
C  -0.79  -1.72  -1.40  -0.015
F  -0.97  -0.90  -2.53  0.010
C  0.01  -2.90  -2.02  -0.001
F  1.26  -2.53  -2.39  -0.002
F  0.15  -3.93  -1.17  0.000
F  -0.60  -3.35  -3.11  -0.001
C  3.76  -0.82  -2.21  -0.028
Sb  1.87  0.20  -2.08  -0.094
C  2.62  2.16  -2.51  -0.022
C  1.31  -0.13  -4.13  -0.017
H  4.37  -0.26  -2.92  -0.003
H  3.60  -1.83  -2.56  0.000
H  4.26  -0.85  -1.24  0.000
H  2.73  2.22  -3.59  -0.003
H  3.60  2.29  -2.04  -0.001
H  1.94  2.94  -2.17  -0.001
H  2.25  -0.20  -4.68  -0.003
H  0.75  0.74  -4.49  0.000
H  0.73  -1.03  -4.28  0.000

***

2.
A structure of composition C35H32N8O2Pd at a distorted geometry. Source: OMol25; level of theory: ωB97M-V/def2-TZVPD.

Output
LUMO (alpha / beta) = -0.9 / -0.8 eV
energy above the lowest of the compared OMol25 structures with the same formula, charge and spin = 0.000 eV
max |F| = 3.7 eV/A
frontier orbital gap (alpha / beta) = 5.35 / 5.51 eV
HOMO energy (alpha / beta) = -6.3 / -6.3 eV
2S+1 = 1

Last column: Löwdin charge in e.
Element x y z (Å)
Pd  0.11  -1.17  -0.29  0.816
C  -3.02  5.08  -0.67  -0.047
C  -2.00  4.03  -0.36  -0.279
C  -0.66  4.22  -0.69  -0.043
C  0.26  3.22  -0.46  -0.018
C  -0.10  1.98  0.10  -0.261
N  0.83  0.98  0.12  -0.026
C  2.03  1.17  0.70  -0.248
C  2.21  2.11  1.74  -0.015
C  3.40  2.23  2.41  -0.051
C  4.48  1.39  2.12  -0.293
C  5.75  1.43  2.91  -0.062
C  4.34  0.50  1.06  -0.003
C  3.18  0.42  0.31  -0.130
N  3.18  -0.32  -0.88  -0.067
C  4.27  -0.53  -1.65  -0.052
C  3.85  -1.12  -2.82  -0.055
C  2.46  -1.22  -2.68  -0.157
N  2.08  -0.74  -1.51  0.022
C  -1.44  1.83  0.51  -0.135
C  -2.36  2.85  0.26  -0.001
N  -1.85  0.71  1.26  -0.061
C  -3.00  0.56  1.96  -0.049
C  -2.92  -0.63  2.65  -0.058
C  -1.66  -1.15  2.32  -0.144
N  -1.03  -0.33  1.49  -0.004
H  -2.54  6.04  -0.85  0.074
H  -3.73  5.19  0.14  0.082
H  -3.58  4.81  -1.56  0.067
H  -0.34  5.15  -1.13  0.109
H  1.29  3.37  -0.73  0.120
H  1.37  2.74  2.00  0.113
H  3.50  2.96  3.20  0.108
H  5.73  2.24  3.64  0.071
H  6.61  1.56  2.26  0.075
H  5.88  0.49  3.45  0.080
H  5.18  -0.14  0.81  0.111
H  5.26  -0.23  -1.36  0.119
H  4.45  -1.41  -3.66  0.093
H  1.74  -1.61  -3.38  0.104
H  -3.40  2.72  0.53  0.097
H  -3.79  1.28  1.94  0.122
H  -3.65  -1.05  3.30  0.094
H  -1.18  -2.05  2.67  0.095
O  -1.92  1.86  -3.86  -0.038
C  -3.22  1.35  -4.05  -0.266
N  -4.10  1.96  -3.10  0.115
C  -4.43  1.54  -1.86  -0.459
O  -5.17  2.20  -1.15  0.070
C  -3.91  0.22  -1.41  -0.119
C  -4.78  -0.65  -0.77  0.015
C  -4.28  -1.85  -0.30  -0.040
C  -2.94  -2.14  -0.49  -0.133
N  -2.09  -1.31  -1.10  0.024
C  -2.57  -0.14  -1.53  -0.096
H  -1.30  1.38  -4.42  0.097
H  -3.25  0.26  -3.91  0.128
H  -3.59  1.59  -5.06  0.131
H  -4.41  2.90  -3.31  0.152
H  -5.82  -0.38  -0.66  0.127
H  -4.92  -2.55  0.22  0.110
H  -2.53  -3.08  -0.14  0.097
H  -1.84  0.54  -1.96  0.113
C  0.35  -3.28  -0.90  -0.127
C  1.08  -3.64  0.27  -0.317
C  0.43  -4.15  1.42  -0.054
C  1.13  -4.67  2.47  -0.029
C  2.54  -4.71  2.44  -0.240
C  3.21  -4.14  1.34  -0.022
C  2.50  -3.61  0.29  -0.034
C  3.26  -5.38  3.44  -0.208
N  3.84  -5.97  4.24  0.153
H  -0.64  -3.72  -1.00  0.046
H  0.92  -3.29  -1.83  0.050
H  -0.66  -4.19  1.43  0.103
H  0.62  -5.10  3.33  0.119
H  4.29  -4.15  1.33  0.119
H  3.03  -3.23  -0.57  0.102

***

3.
An isolated molecule of C3H5NO at a distorted geometry. Source: OMol25; level of theory: ωB97M-V/def2-TZVPD.

Output
SMILES string = O=CN1CC1
LUMO = 0.8 eV
energy above the lowest of the compared OMol25 structures with the same formula, charge and spin = 3.226 eV
max |F| = 6.7 eV/A
frontier orbital gap = 10.59 eV
HOMO energy = -9.7 eV
2S+1 = 1

Last column: Löwdin charge in e.
Element x y z (Å)
O  -1.67  -1.34  0.37  -0.001
C  -0.45  -1.27  0.68  -0.295
N  0.31  -0.19  0.46  -0.151
C  0.05  1.15  0.39  -0.111
C  0.47  0.37  -0.89  -0.077
H  0.04  -2.34  1.11  0.174
H  -0.92  1.32  0.11  0.075
H  0.80  1.92  0.71  0.133
H  1.58  0.39  -1.21  0.116
H  -0.22  0.00  -1.73  0.137

***

4.
A structure of composition C9H5BeNO4 at a distorted geometry. Source: OMol25; level of theory: ωB97M-V/def2-TZVPD.

Output
LUMO = -11.6 eV
max |F| = 12.9 eV/A
frontier orbital gap = 6.96 eV
HOMO energy = -18.6 eV
charge = +2
2S+1 = 1

Last column: Löwdin charge in e.
Element x y z (Å)
O  -2.47  2.60  2.07  0.247
C  -1.96  1.72  1.39  0.279
Be  -1.12  0.28  0.86  0.207
O  -1.91  0.99  -3.92  0.105
C  -1.89  0.86  -2.79  0.024
C  -2.36  -0.84  0.71  -0.286
O  -3.21  -1.21  1.57  0.227
C  -2.22  -1.46  -0.46  0.065
O  -2.36  -2.21  -1.35  0.419
C  2.92  -0.22  0.29  0.039
C  2.07  -1.12  0.89  0.024
C  0.71  -0.95  0.77  -0.048
N  0.27  0.15  0.11  -0.038
C  1.07  1.05  -0.58  0.001
C  2.44  0.83  -0.47  0.019
H  3.99  -0.31  0.40  0.142
H  2.42  -1.93  1.46  0.126
H  -0.04  -1.65  1.20  0.148
H  0.57  1.87  -1.15  0.150
H  3.08  1.55  -1.00  0.150

***

5.
An isolated molecule of C15H20N2O3. Source: OMol25; level of theory: ωB97M-V/def2-TZVPD.

Output
SMILES string = Cc1ccc(NC(=O)C(=O)NC[C@@H]2CCCO2)cc1C
LUMO = 0.7 eV
energy above the lowest of the compared OMol25 structures with the same formula, charge and spin = 0.142 eV
max |F| = 0.6 eV/A
frontier orbital gap = 9.04 eV
HOMO energy = -8.4 eV
2S+1 = 1

Last column: Löwdin charge in e.
Element x y z (Å)
C  -6.24  -1.26  -0.12  -0.050
C  -4.83  -0.75  -0.03  -0.244
C  -3.81  -1.58  0.43  -0.033
C  -2.50  -1.14  0.52  -0.006
C  -2.19  0.16  0.14  -0.211
N  -0.90  0.67  0.21  0.147
C  0.25  0.08  0.61  -0.374
O  0.42  -1.06  1.00  0.073
C  1.41  1.07  0.49  -0.410
O  1.26  2.18  0.01  0.058
N  2.55  0.56  0.97  0.096
C  3.84  1.19  0.86  -0.105
C  4.74  0.42  -0.13  -0.308
C  4.10  0.26  -1.52  -0.115
C  3.64  -1.20  -1.53  -0.147
C  4.67  -1.85  -0.61  -0.194
O  4.95  -0.89  0.39  -0.105
C  -3.20  0.99  -0.33  0.019
C  -4.51  0.56  -0.42  -0.235
C  -5.58  1.48  -0.92  -0.045
H  -6.90  -0.65  0.49  0.082
H  -6.60  -1.21  -1.15  0.082
H  -6.30  -2.29  0.22  0.075
H  -4.05  -2.59  0.73  0.111
H  -1.73  -1.80  0.88  0.099
H  -0.76  1.63  -0.09  0.142
H  2.52  -0.40  1.29  0.146
H  3.68  2.21  0.50  0.130
H  4.32  1.21  1.84  0.130
H  5.70  0.94  -0.19  0.146
H  4.84  0.43  -2.30  0.115
H  3.28  0.96  -1.67  0.111
H  2.64  -1.30  -1.11  0.101
H  3.65  -1.63  -2.53  0.112
H  5.59  -2.08  -1.16  0.122
H  4.31  -2.75  -0.12  0.123
H  -2.96  2.00  -0.62  0.118
H  -6.06  1.06  -1.81  0.084
H  -5.16  2.45  -1.18  0.075
H  -6.35  1.62  -0.17  0.084